C21H16O17Pd4 | ωB97M-V with the def2-TZVPD basis set

XYZ file:
```
58
Properties=species:S:1:pos:R:3:lowdin_spin:R:1
Pd -1.23 -4.57 -1.01 0.95
Pd -0.53 -2.00 -4.07 0.95
Pd 2.34 2.60 2.50 0.93
Pd 2.40 -4.11 -2.79 0.99
C -0.84 2.08 -2.13 0.42
C 0.12 3.17 -2.03 0.02
C 1.38 3.18 -2.95 0.02
O 2.31 3.88 -2.67 0.15
C 1.43 2.12 -3.97 0.41
C 0.57 1.03 -3.96 0.07
C -0.63 1.03 -3.01 0.07
O -1.52 0.16 -3.14 0.30
O 0.76 0.09 -4.77 0.33
O -0.09 4.14 -1.34 0.20
H -1.85 2.17 -1.74 0.01
H 2.18 2.17 -4.75 0.01
C 0.29 -1.23 1.67 0.43
C 0.27 -1.91 0.44 0.05
C 0.98 -1.36 -0.78 0.00
O 1.07 -2.02 -1.87 0.00
C 1.50 -0.09 -0.76 0.13
C 1.56 0.67 0.43 0.02
C 0.98 0.06 1.76 0.04
O 1.13 0.72 2.78 0.16
O 2.19 1.72 0.56 0.06
O -0.34 -3.01 0.44 0.20
H -0.28 -1.62 2.50 0.01
H 1.95 0.32 -1.65 0.01
C -2.73 0.96 4.41 0.01
C -1.48 1.28 5.27 0.01
O -2.20 1.76 6.42 0.04
C -3.26 1.04 6.56 0.07
O -3.92 0.97 7.62 0.84
O -3.63 0.48 5.41 0.02
H -2.40 0.24 3.67 0.00
H -3.09 1.85 3.90 0.00
H -0.78 2.02 4.90 0.00
H -0.97 0.33 5.44 0.00
C -4.33 -2.55 1.58 0.00
C -3.48 -1.56 0.69 0.00
O -4.51 -0.81 0.11 0.00
C -5.71 -1.35 0.27 0.00
O -6.70 -0.96 -0.24 0.00
O -5.63 -2.45 1.09 0.00
H -4.20 -2.31 2.64 0.00
H -3.86 -3.52 1.46 0.00
H -2.93 -2.26 0.04 0.00
H -2.76 -0.89 1.15 0.00
C 5.67 -0.08 -1.87 0.00
C 4.86 0.81 -2.80 0.00
O 4.19 -0.14 -3.64 0.00
C 4.55 -1.36 -3.33 0.00
O 4.04 -2.40 -3.72 0.01
O 5.65 -1.34 -2.57 0.00
H 5.12 -0.25 -0.94 0.00
H 6.68 0.24 -1.62 0.00
H 5.46 1.44 -3.45 0.00
H 4.22 1.43 -2.18 0.00
```

Values from the calculation:
Molar mass ... 966.02 g/mol
Total energy ... -2598.38650 Ha
<S²> ... 20.089
Spin multiplicity ... 9
Charge ... +4

***

C21H17BaCl3GeN7OS2Se | ωB97M-V with the def2-TZVPD basis set

XYZ file:
```
54
Properties=species:S:1:pos:R:3:lowdin_spin:R:1
Ba 0.05 0.26 0.20 0.08
S -3.37 -4.79 5.80 0.00
N -2.43 -3.50 6.00 0.00
C -2.16 -3.03 4.80 0.00
C -1.35 -1.87 4.51 0.00
C -0.75 -1.11 5.51 0.00
C 0.00 -0.01 5.17 0.00
C 0.15 0.29 3.82 0.00
N -0.41 -0.42 2.84 0.01
C -1.17 -1.49 3.17 0.00
C -1.79 -2.27 2.08 0.00
N -1.60 -1.86 0.81 0.00
C -2.16 -2.55 -0.17 0.00
C -2.94 -3.69 0.03 0.00
C -3.15 -4.11 1.32 0.00
C -2.57 -3.40 2.37 0.00
C -2.75 -3.78 3.76 0.00
N -3.46 -4.81 4.19 0.00
H -0.90 -1.39 6.55 0.00
H 0.48 0.60 5.92 0.00
H 0.74 1.14 3.52 0.00
H -1.98 -2.19 -1.18 0.00
H -3.37 -4.21 -0.81 0.00
H -3.75 -4.98 1.54 0.00
Se 3.31 3.20 0.56 0.00
N 4.79 2.34 0.18 0.00
C 4.48 1.07 0.03 0.00
C 5.41 0.03 -0.28 0.00
C 4.91 -1.22 -0.42 0.00
C 3.51 -1.44 -0.27 0.00
N 2.61 -0.53 0.02 0.00
C 3.09 0.74 0.19 0.00
N 2.29 1.75 0.49 0.00
H 6.46 0.27 -0.40 0.00
H 5.54 -2.06 -0.66 0.00
H 3.13 -2.45 -0.41 0.00
O -1.26 2.14 -0.40 0.04
S -1.53 3.58 -0.82 0.00
C -3.24 3.60 -1.43 0.00
C -4.02 4.59 -0.56 0.00
C -3.48 4.40 0.86 0.00
C -1.96 4.46 0.72 0.00
H -3.59 2.57 -1.28 0.00
H -3.23 3.82 -2.49 0.00
H -5.09 4.40 -0.64 0.00
H -3.84 5.61 -0.90 0.00
H -3.79 3.44 1.26 0.00
H -3.83 5.17 1.54 0.00
H -1.40 3.98 1.52 0.00
H -1.60 5.48 0.60 0.00
Cl 2.12 1.47 -3.11 0.15
Ge 0.14 0.68 -2.92 0.41
Cl 0.18 -1.46 -3.20 0.17
Cl -1.20 1.68 -4.23 0.14
```

Values from the calculation:
Molar mass ... 842.81 g/mol
Total energy ... -7949.48446 Ha
Energy relative to the best compared isomer or geometry (same formula, charge and spin) ... 20.2 kcal per mole
<S²> ... 0.753
Spin multiplicity ... 2
Charge ... +2